This record from OMol25 describes a structure of composition C54H48GeN8O5RbS. The level of theory is the ωB97M-V functional and the def2-TZVPD basis.

Each line ends with the Mulliken charge.
Cartesian coordinates (Å):
1 Rb 0.330052 0.137755 -0.064393  1.41
2 C 3.397339 -7.403391 -0.680212  -1.56
3 C 2.688386 -6.170336 -1.167816  1.02
4 C 1.658272 -6.258657 -2.103991  -0.97
5 C 1.022529 -5.122773 -2.574233  -0.86
6 C 1.413023 -3.882150 -2.086814  -0.16
7 C 2.430817 -3.764152 -1.154589  -0.11
8 C 3.064091 -4.911108 -0.704389  -0.77
9 S 0.596236 -2.445680 -2.690548  0.11
10 O 0.294740 -2.685369 -4.079282  -0.74
11 O -0.678665 -2.474945 -1.832028  1.34
12 N 1.320329 -1.161206 -2.299485  1.96
13 C 2.528236 -0.798047 -2.930896  -0.82
14 C 3.170198 -1.541548 -3.897810  -0.58
15 C 4.399160 -1.133070 -4.459843  -1.07
16 C 4.995669 0.026198 -4.072598  -0.92
17 C 4.364438 0.835547 -3.097308  1.34
18 C 4.931060 2.061015 -2.675479  -0.89
19 C 4.288833 2.822094 -1.745439  -1.24
20 C 3.065266 2.346335 -1.231049  -0.38
21 N 2.509553 1.216679 -1.588402  0.74
22 C 3.134001 0.442412 -2.520255  -0.56
23 H 2.916860 -8.309982 -1.045693  0.36
24 H 3.411113 -7.441928 0.410201  0.35
25 H 4.435083 -7.412995 -1.019646  0.34
26 H 1.358869 -7.230720 -2.478087  0.37
27 H 0.241210 -5.194456 -3.321282  0.56
28 H 2.719093 -2.785065 -0.791643  0.11
29 H 3.869060 -4.823433 0.016702  0.56
30 H 2.736586 -2.465250 -4.253906  0.66
31 H 4.860604 -1.762520 -5.210411  0.46
32 H 5.938116 0.346867 -4.500128  0.42
33 H 5.873488 2.379586 -3.107047  0.44
34 H 4.690065 3.766696 -1.403930  0.47
35 H 2.532782 2.932569 -0.483774  0.45
36 C -4.032761 -0.237257 3.116719  -1.17
37 C -3.078519 -0.143278 2.094495  -0.35
38 N -1.848641 0.295268 2.268146  0.56
39 C -1.487917 0.691113 3.509440  -0.52
40 C -2.369869 0.638194 4.600862  1.47
41 C -3.671382 0.156661 4.376438  -0.96
42 C -1.942902 1.071435 5.902702  -1.05
43 C -0.695687 1.536341 6.099867  -0.97
44 C 0.237887 1.612982 5.010742  1.41
45 C 1.545076 2.097940 5.186430  -0.77
46 C 2.393422 2.152928 4.113011  -0.97
47 C 1.915334 1.717728 2.869297  -0.20
48 N 0.699631 1.258659 2.672294  0.56
49 C -0.140211 1.200139 3.722715  -0.66
50 H -5.024237 -0.611013 2.897392  0.59
51 H -3.347619 -0.434099 1.084641  0.54
52 H -4.371341 0.109664 5.202819  0.42
53 H -2.651898 1.017919 6.720730  0.43
54 H -0.373578 1.865659 7.080930  0.41
55 H 1.865014 2.423472 6.169664  0.41
56 H 3.406541 2.520483 4.208852  0.50
57 H 2.567231 1.745662 1.999027  0.18
58 O 0.303295 -2.313968 1.348019  0.16
59 C 1.225011 -2.824454 2.294621  -1.01
60 C 2.621261 -2.352494 1.965387  0.38
61 C 3.710470 -3.098890 2.406493  -0.94
62 C 4.989160 -2.660012 2.115221  -0.58
63 C 5.142602 -1.492726 1.379695  -0.77
64 C 4.001286 -0.816656 0.986674  -0.13
65 N 2.761839 -1.224064 1.274771  0.75
66 H -0.590560 -2.464657 1.675429  -0.09
67 H 1.217303 -3.918104 2.293102  0.41
68 H 0.968773 -2.488119 3.305445  0.47
69 H 3.547891 -4.015091 2.961884  0.55
70 H 5.852879 -3.223088 2.446264  0.43
71 H 6.119811 -1.113634 1.112565  0.51
72 H 4.077421 0.096086 0.401267  0.07
73 N -0.347936 1.172057 -3.941364  0.08
74 C -1.111001 1.527444 -3.143900  -0.34
75 H 0.302324 0.791650 -4.601518  0.29
76 O -3.985517 1.092892 -1.572409  0.19
77 C -4.797579 2.249540 -1.691676  -0.94
78 N -5.189094 2.822095 -0.430956  -0.02
79 C -4.484263 3.742677 0.298719  0.00
80 O -4.992244 4.383396 1.195358  -0.64
81 C -3.045402 3.949712 -0.084470  0.30
82 C -2.592118 5.158336 -0.593504  -0.62
83 C -1.241577 5.292410 -0.866844  -0.98
84 C -0.397293 4.227852 -0.587176  -0.08
85 N -0.812748 3.077222 -0.059294  0.33
86 C -2.118252 2.947203 0.169050  -0.38
87 H -3.100637 1.320712 -1.891175  -0.27
88 H -5.710305 1.964540 -2.211342  0.35
89 H -4.276681 2.994142 -2.290941  0.43
90 H -6.125436 2.663603 -0.096218  0.27
91 H -3.286049 5.971828 -0.768806  0.50
92 H -0.841138 6.208739 -1.280006  0.47
93 H 0.665159 4.313232 -0.791571  0.26
94 H -2.440369 2.003588 0.593785  0.56
95 Ge -2.350599 -1.643979 -1.879450  0.68
96 C -3.171775 -1.533117 -3.619703  0.18
97 C -4.562314 -1.393571 -3.602081  -0.29
98 C -5.277956 -1.286189 -4.784629  -0.90
99 C -4.612120 -1.319103 -6.001994  -0.59
100 C -3.233320 -1.463136 -6.029131  -0.79
101 C -2.513493 -1.570341 -4.846250  0.12
102 C -3.272688 -2.794892 -0.629400  0.72
103 C -2.679440 -3.967393 -0.162990  -0.27
104 C -3.343369 -4.773263 0.753999  -0.83
105 C -4.605382 -4.419807 1.210138  -0.62
106 C -5.204376 -3.253913 0.752341  -0.75
107 C -4.539625 -2.445542 -0.158519  -0.19
108 H -1.971369 -0.333412 -1.193076  -0.78
109 H -5.106489 -1.361147 -2.665328  0.18
110 H -6.355553 -1.182388 -4.753449  0.44
111 H -5.167964 -1.241799 -6.927919  0.39
112 H -2.709809 -1.500383 -6.976419  0.47
113 H -1.442701 -1.701141 -4.889454  0.40
114 H -1.693779 -4.256614 -0.509406  0.37
115 H -2.875568 -5.683922 1.107187  0.45
116 H -5.123856 -5.053769 1.918334  0.40
117 H -6.190924 -2.974895 1.102755  0.50
118 H -5.016289 -1.526800 -0.488131  0.01

Atomic forces in eV per Å
-0.16 0.43 0.65
0.00 -0.01 0.01
-0.01 -0.01 -0.03
0.02 -0.04 0.02
0.00 0.00 -0.04
0.02 -0.05 0.00
0.01 0.02 0.05
0.02 0.02 0.01
-0.14 -0.28 -0.06
-0.02 0.08 0.02
0.07 0.05 -0.18
0.37 -0.01 -0.37
-0.10 -0.01 0.06
0.09 0.03 -0.01
-0.07 -0.06 0.01
0.02 0.05 0.03
0.06 0.01 -0.06
0.00 0.01 0.01
-0.02 0.00 0.02
0.01 -0.01 0.03
0.06 -0.09 -0.12
0.01 0.04 -0.03
0.01 0.02 0.00
0.00 0.01 -0.01
-0.02 0.01 0.00
0.01 0.03 0.01
0.03 0.02 0.03
0.00 -0.04 -0.02
-0.02 0.00 -0.02
-0.03 -0.01 0.02
-0.01 0.02 0.02
-0.03 0.00 0.02
-0.03 -0.01 0.01
0.00 -0.02 -0.01
0.01 -0.04 -0.04
-0.01 0.00 -0.02
0.01 -0.01 0.01
-0.02 -0.05 0.07
0.02 0.01 0.01
-0.04 -0.01 0.05
-0.01 0.00 0.01
-0.03 -0.01 0.00
0.04 0.02 0.00
0.00 0.02 0.05
0.01 0.00 0.03
0.02 0.01 -0.01
-0.01 -0.01 -0.01
0.09 -0.02 0.00
-0.03 -0.02 -0.09
0.03 0.01 0.01
0.01 0.00 -0.01
0.02 0.00 -0.02
0.02 0.00 -0.03
-0.01 -0.01 -0.03
-0.01 -0.01 -0.02
-0.03 -0.01 0.00
-0.02 -0.01 0.04
-0.05 -0.12 0.06
-0.01 0.10 -0.06
0.02 0.01 0.02
0.01 0.00 0.00
0.01 0.01 0.00
0.00 0.00 0.00
-0.05 0.01 -0.02
0.05 0.00 -0.06
0.01 -0.03 0.01
0.00 -0.04 0.01
0.00 0.03 0.02
0.01 0.02 -0.01
-0.02 0.01 -0.01
-0.01 -0.02 0.01
0.00 -0.03 0.03
-0.04 -0.03 0.08
-0.06 -0.02 -0.09
0.01 0.04 0.06
-0.06 0.08 0.10
0.04 -0.10 0.00
0.18 -0.07 0.14
-0.15 0.36 -0.22
0.07 -0.19 0.03
-0.02 -0.14 0.05
-0.06 0.00 0.02
0.00 0.02 0.00
-0.05 0.01 0.05
0.07 0.03 -0.15
0.09 0.01 -0.04
0.07 0.00 -0.02
-0.05 0.01 -0.01
0.04 0.06 -0.03
-0.07 0.02 -0.01
0.02 -0.02 0.01
-0.02 -0.02 0.01
-0.03 -0.02 0.01
0.02 0.02 0.00
0.06 -0.03 0.13
-0.10 0.00 -0.09
-0.03 0.00 -0.02
0.00 0.01 0.00
0.00 -0.01 0.00
0.00 -0.01 0.01
0.01 0.05 0.01
-0.01 -0.05 0.06
0.02 -0.01 0.03
-0.02 0.01 0.01
0.00 0.00 0.00
0.01 -0.01 0.00
-0.06 0.04 0.01
-0.15 0.00 -0.17
0.05 -0.01 -0.04
0.03 0.00 -0.01
0.01 0.01 0.02
-0.02 0.00 0.02
0.00 -0.01 0.00
-0.02 0.02 -0.01
-0.01 0.01 -0.01
0.01 0.01 -0.01
0.03 -0.01 -0.01
0.04 -0.03 0.01

## Properties
LUMO level = -1.84 eV
ΔE to the lowest compared entry with this formula, charge and spin = 50.2 kJ/mol
Charge = +1
Kohn-Sham gap = 8.30 eV
Max |F| = 0.79 eV Å⁻¹